[1]
{"formula": "C15H12N2O", "method": "ωB97M-V/def2-TZVPD", "elements": ["N", "N", "C", "C", "C", "C", "C", "C", "C", "C", "C", "C", "C", "C", "C", "C", "C", "O", "H", "H", "H", "H", "H", "H", "H", "H", "H", "H", "H", "H"], "coordinates": [[1.056, 3.298, 0.774], [0.540, 1.985, 1.183], [0.864, 0.856, 0.377], [1.556, 0.933, -0.894], [2.746, 0.187, -1.048], [3.494, 0.277, -2.281], [2.984, 1.015, -3.363], [1.781, 1.728, -3.139], [1.121, 1.723, -1.952], [0.268, -0.332, 0.563], [-0.522, -0.639, 1.684], [-0.876, -1.981, 2.066], [-1.637, -2.238, 3.170], [-2.098, -1.171, 3.961], [-1.686, 0.150, 3.660], [-0.802, 0.362, 2.590], [-0.226, 1.742, 2.313], [-0.603, 2.786, 2.916], [1.552, 3.653, 1.600], [0.344, 3.997, 0.595], [3.096, -0.519, -0.296], [4.359, -0.412, -2.564], [3.527, 1.143, -4.344], [1.474, 2.367, -3.847], [0.249, 2.374, -1.806], [0.401, -1.129, -0.133], [-0.364, -2.743, 1.489], [-1.845, -3.240, 3.519], [-2.806, -1.201, 4.711], [-2.071, 0.905, 4.370]], "total_charge": 0, "max_force_ev_per_a": 4.5, "relative_energy_ev": 3.037, "smiles": "Nn1c(-c2ccccc2)cc2ccccc2c1=O", "e_tot_ev": -20775.793}

[2]
{"formula": "C15H12N2O3S", "method": "ωB97M-V/def2-TZVPD", "elements": ["C", "C", "C", "C", "S", "C", "C", "O", "O", "C", "C", "N", "C", "C", "C", "C", "C", "C", "C", "O", "N", "H", "H", "H", "H", "H", "H", "H", "H", "H", "H", "H", "H"], "coordinates": [[1.908, 1.528, 3.113], [1.264, 2.575, 2.274], [0.880, 3.840, 2.773], [0.313, 4.638, 1.829], [0.221, 3.884, 0.295], [0.969, 2.453, 0.932], [1.187, 1.328, 0.046], [1.692, 0.267, 0.338], [0.756, 1.604, -1.204], [0.886, 0.543, -2.130], [0.218, -0.714, -1.623], [-0.956, -0.622, -1.122], [-1.555, -1.765, -0.652], [-2.826, -1.673, -0.077], [-3.450, -2.804, 0.397], [-2.829, -4.049, 0.311], [-1.577, -4.159, -0.250], [-0.929, -3.023, -0.737], [0.403, -3.117, -1.326], [1.062, -4.123, -1.471], [0.901, -1.885, -1.748], [1.295, 1.327, 3.991], [2.881, 1.877, 3.458], [2.040, 0.612, 2.547], [1.024, 4.135, 3.797], [-0.060, 5.637, 1.951], [0.392, 0.895, -3.038], [1.948, 0.351, -2.328], [-3.292, -0.702, -0.017], [-4.432, -2.729, 0.841], [-3.333, -4.927, 0.687], [-1.070, -5.109, -0.328], [1.850, -1.892, -2.104]], "total_charge": 0, "max_force_ev_per_a": 0.8, "relative_energy_ev": 0.000, "smiles": "Cc1ccsc1C(=O)OCc1nc2ccccc2c(=O)[nH]1", "e_tot_ev": -35708.998}

[3]
{"formula": "C15H13AuI2N4S2", "method": "ωB97M-V/def2-TZVPD", "elements": ["Au", "S", "C", "C", "N", "C", "S", "C", "N", "I", "I", "C", "C", "N", "C", "C", "N", "H", "H", "H", "H", "H", "H", "C", "C", "C", "C", "C", "C", "C", "H", "H", "H", "H", "H", "H", "H"], "coordinates": [[0.562, -0.083, -0.476], [0.250, -2.202, -1.796], [1.678, -3.012, -1.364], [1.706, -4.372, -1.732], [1.679, -5.469, -2.070], [2.800, -2.453, -0.749], [2.997, -0.830, -0.285], [3.919, -3.281, -0.526], [4.856, -3.910, -0.324], [4.254, 1.304, 2.441], [5.837, 2.621, 4.144], [1.930, 3.089, -0.552], [1.126, 2.779, 0.651], [0.790, 1.578, 1.069], [0.037, 1.737, 2.193], [-0.081, 3.064, 2.467], [0.615, 3.713, 1.482], [2.311, 2.163, -0.976], [2.770, 3.734, -0.298], [1.323, 3.594, -1.302], [-0.359, 0.889, 2.713], [-0.587, 3.587, 3.252], [0.723, 4.710, 1.388], [-1.409, 0.838, -0.900], [-2.342, -0.247, -0.763], [-2.913, -0.542, 0.486], [-3.784, -1.598, 0.632], [-4.094, -2.402, -0.456], [-3.516, -2.145, -1.692], [-2.657, -1.081, -1.848], [-1.505, 1.613, -0.151], [-1.308, 1.241, -1.899], [-2.654, 0.077, 1.334], [-4.224, -1.809, 1.595], [-4.785, -3.224, -0.344], [-3.735, -2.788, -2.531], [-2.209, -0.886, -2.811]], "total_charge": 0, "max_force_ev_per_a": 3.1, "relative_energy_ev": 1.368, "e_tot_ev": -63289.525}

[4]
{"formula": "C15H13BCdCl2N7", "method": "ωB97M-V/def2-TZVPD", "elements": ["Cd", "C", "C", "N", "N", "C", "B", "N", "C", "C", "C", "N", "N", "C", "C", "C", "N", "H", "H", "H", "H", "H", "H", "H", "H", "H", "H", "Cl", "C", "C", "C", "C", "C", "Cl", "C", "N", "H", "H", "H"], "coordinates": [[-0.253, -0.115, 0.815], [3.262, -2.493, 2.520], [2.084, -1.751, 2.682], [1.634, -1.320, 1.465], [2.564, -1.697, 0.518], [3.525, -2.409, 1.123], [2.312, -1.467, -1.030], [2.194, 0.114, -1.274], [2.836, 0.852, -2.191], [2.494, 2.213, -2.012], [1.633, 2.200, -0.903], [1.468, 0.923, -0.444], [0.915, -2.136, -1.413], [0.661, -3.070, -2.339], [-0.734, -3.378, -2.342], [-1.262, -2.558, -1.342], [-0.264, -1.825, -0.770], [3.850, -3.027, 3.252], [1.578, -1.477, 3.575], [4.331, -2.799, 0.526], [3.185, -1.878, -1.729], [3.494, 0.373, -2.899], [2.738, 3.038, -2.668], [1.182, 3.028, -0.395], [1.459, -3.466, -2.953], [-1.255, -4.000, -3.061], [-2.270, -2.512, -0.944], [-1.955, 1.295, -1.115], [-2.905, 2.034, 0.155], [-3.625, 3.138, -0.137], [-4.429, 3.701, 0.851], [-4.490, 3.137, 2.146], [-3.711, 2.050, 2.492], [-3.905, 1.403, 4.055], [-2.753, 1.477, 1.518], [-1.847, 0.681, 1.927], [-3.556, 3.563, -1.134], [-5.010, 4.574, 0.604], [-5.174, 3.583, 2.867]], "total_charge": -1, "max_force_ev_per_a": 2.6, "e_tot_ev": -56484.329}

[5]
{"formula": "C15H13Br2FeN5O2Se", "method": "ωB97M-V/def2-TZVPD", "elements": ["Fe", "Br", "C", "Br", "H", "H", "Se", "N", "C", "C", "C", "C", "C", "N", "C", "C", "N", "C", "C", "C", "C", "C", "N", "H", "H", "H", "H", "H", "H", "N", "C", "C", "O", "O", "H", "H", "H", "H", "H"], "coordinates": [[0.437, 0.286, -1.598], [0.126, 0.057, -4.290], [1.485, -1.320, -4.423], [2.107, -1.662, -2.626], [2.306, -0.954, -5.029], [1.031, -2.219, -4.824], [-0.861, -3.287, 5.117], [0.563, -2.504, 4.427], [0.258, -2.118, 3.217], [1.170, -1.415, 2.327], [2.519, -1.165, 2.611], [3.289, -0.475, 1.692], [2.704, -0.040, 0.508], [1.426, -0.303, 0.231], [0.670, -0.986, 1.106], [-0.673, -1.268, 0.686], [-1.020, -0.807, -0.530], [-2.241, -1.059, -1.012], [-3.166, -1.808, -0.296], [-2.826, -2.271, 0.962], [-1.554, -1.991, 1.477], [-1.091, -2.410, 2.792], [-1.837, -3.027, 3.670], [2.940, -1.532, 3.538], [4.335, -0.275, 1.875], [3.265, 0.526, -0.226], [-2.486, -0.646, -1.983], [-4.135, -2.014, -0.728], [-3.524, -2.848, 1.556], [-1.395, 4.709, -1.056], [0.019, 4.239, -0.870], [0.091, 2.745, -1.132], [-0.960, 2.100, -1.339], [1.204, 2.163, -1.126], [-1.510, 5.291, -1.891], [-1.742, 5.247, -0.257], [-1.970, 3.862, -1.172], [0.343, 4.416, 0.155], [0.702, 4.764, -1.535]], "total_charge": 3, "spin_multiplicity": 6, "max_force_ev_per_a": 1.7, "relative_energy_ev": 0.000, "e_tot_ev": -267104.016}

[6]
{"formula": "C15H13Br3IrN2O6", "method": "ωB97M-V/def2-TZVPD", "elements": ["Ir", "O", "C", "C", "N", "C", "C", "O", "O", "C", "C", "O", "O", "H", "H", "H", "H", "H", "H", "H", "H", "H", "Br", "C", "C", "C", "Br", "C", "C", "C", "C", "N", "C", "C", "O", "H", "H", "H", "H", "Br"], "coordinates": [[0.102, -0.311, -0.430], [1.446, 0.693, -2.315], [0.782, 1.018, -3.515], [0.174, 2.433, -3.529], [-0.733, 2.735, -2.450], [-2.000, 2.099, -2.373], [-2.355, 1.651, -0.862], [-2.917, 2.467, -0.169], [-2.022, 0.471, -0.617], [-0.301, 3.600, -1.444], [0.868, 2.838, -0.500], [1.967, 3.303, -0.678], [0.417, 1.921, 0.176], [2.129, 1.345, -2.094], [-0.001, 0.263, -3.633], [1.479, 0.941, -4.361], [-0.358, 2.555, -4.480], [0.991, 3.157, -3.487], [-2.030, 1.213, -3.012], [-2.804, 2.789, -2.662], [-1.111, 3.879, -0.773], [0.218, 4.468, -1.855], [4.439, -2.695, 1.413], [2.711, -2.766, 2.155], [2.436, -3.602, 3.225], [1.175, -3.640, 3.780], [0.854, -4.761, 5.272], [0.118, -2.858, 3.256], [-1.197, -2.831, 3.759], [-2.142, -2.056, 3.135], [-1.791, -1.318, 2.002], [-0.562, -1.312, 1.538], [0.396, -2.039, 2.134], [1.727, -1.933, 1.566], [1.967, -1.167, 0.596], [3.228, -4.218, 3.624], [-1.456, -3.428, 4.623], [-3.153, -2.021, 3.505], [-2.512, -0.717, 1.464], [-0.177, -2.163, -1.983]], "total_charge": 0, "spin_multiplicity": 2, "max_force_ev_per_a": 3.9, "relative_energy_ev": 2.222, "e_tot_ev": -243995.456}